1.
{
  "formula": "C33H55ClN2O2P2Tl",
  "method": "wB97M-V/def2-TZVPD",
  "elements": ["Tl", "P", "C", "C", "C", "C", "H", "C", "H", "H", "H", "H", "H", "H", "H", "C", "C", "H", "H", "H", "H", "H", "H", "C", "H", "C", "H", "H", "H", "H", "H", "H", "Cl", "H", "H", "P", "C", "C", "C", "C", "H", "C", "H", "H", "H", "H", "H", "H", "H", "C", "C", "H", "H", "H", "H", "H", "H", "C", "H", "C", "H", "H", "H", "H", "H", "H", "O", "C", "N", "C", "C", "O", "N", "C", "C", "C", "C", "C", "C", "C", "C", "C", "C", "C", "C", "H", "H", "H", "H", "H", "H", "H", "H", "H", "H", "H"],
  "xyz": [[-1.09409, -2.31010, -1.72204], [1.83061, -2.45142, -1.48376], [1.88784, -3.33702, -3.11498], [3.49017, -1.63964, -1.33370], [1.82328, -3.84687, -0.26074], [1.18309, -2.53992, -4.22742], [1.29300, -4.24201, -2.89590], [3.29484, -3.75214, -3.53980], [3.86296, -2.89377, -3.92232], [3.18848, -4.47582, -4.35924], [3.87012, -4.24314, -2.74581], [0.09370, -2.67152, -4.20229], [1.51793, -2.91105, -5.20477], [1.38618, -1.45971, -4.18095], [0.91744, -4.39555, -0.57944], [1.60911, -3.33151, 1.16908], [3.02473, -4.78470, -0.32326], [3.02456, -5.41536, -1.21841], [2.96697, -5.45640, 0.54494], [3.97554, -4.23651, -0.24866], [1.24357, -2.29972, 1.21194], [2.53424, -3.39213, 1.76200], [0.86196, -3.95927, 1.67567], [3.63324, -0.52915, -2.38639], [4.20959, -2.43968, -1.55462], [3.76817, -1.12608, 0.08353], [3.92276, -0.89395, -3.38127], [4.45715, 0.11618, -2.06445], [2.73251, 0.09429, -2.48059], [2.87126, -0.69262, 0.53878], [4.52020, -0.33339, 0.00408], [4.18291, -1.88977, 0.75487], [0.82753, 0.51404, -0.51874], [-0.92788, -1.04607, -3.11351], [-0.64846, -1.45251, 0.90990], [-3.33815, 0.29337, -0.56190], [-4.11731, -1.24547, -0.03197], [-3.98922, 1.68308, 0.28568], [-3.59967, 0.21477, -2.36090], [-3.35303, -2.14947, 0.93684], [-4.21196, -1.82214, -0.96834], [-5.52265, -0.98341, 0.49043], [-5.51665, -0.56468, 1.50259], [-6.03348, -1.95329, 0.52986], [-6.12117, -0.33237, -0.15381], [-2.61954, -2.78785, 0.42414], [-4.07769, -2.84291, 1.38598], [-2.84192, -1.62876, 1.75245], [-3.42088, -0.85405, -2.59213], [-2.66095, 0.99263, -3.28942], [-5.06879, 0.52117, -2.67649], [-5.73641, -0.29100, -2.36761], [-5.19780, 0.64030, -3.75949], [-5.42756, 1.45099, -2.21205], [-1.62661, 1.02426, -2.94290], [-2.99990, 2.02302, -3.47544], [-2.63960, 0.46192, -4.25315], [-3.66545, 1.48548, 1.76695], [-5.07122, 1.66100, 0.10252], [-3.41570, 2.96518, -0.30430], [-4.47212, 1.02028, 2.32882], [-3.40691, 2.44303, 2.22420], [-2.81225, 0.81597, 1.91807], [-2.32144, 3.00670, -0.30263], [-3.74489, 3.80502, 0.31194], [-3.74236, 3.12623, -1.33674], [-1.78359, 0.25195, -0.13576], [-0.35353, 0.55713, 0.78446], [-0.28649, 1.68381, 1.59100], [0.88475, 2.35262, 2.02024], [-0.29598, -0.81415, 2.87044], [0.08872, -1.63625, 3.63746], [-0.40512, -0.69120, 1.55646], [1.43187, 3.43414, 1.18347], [2.58847, 3.20637, 0.40920], [2.99208, 4.12993, -0.55561], [2.41581, 5.40966, -0.58413], [1.45633, 5.73789, 0.38483], [0.92700, 4.75342, 1.21866], [1.39921, 2.21303, 3.34939], [2.62264, 2.84370, 3.73057], [3.07478, 2.76724, 5.04505], [2.40915, 1.95517, 5.97609], [1.22467, 1.29629, 5.61037], [0.69460, 1.48819, 4.34475], [-1.06031, 2.32445, 1.39780], [3.17494, 2.30664, 0.59787], [3.76988, 3.87034, -1.28141], [2.75183, 6.16420, -1.30916], [1.11088, 6.76785, 0.50045], [0.17109, 5.00778, 1.96195], [3.21637, 3.37126, 2.98620], [3.97000, 3.30980, 5.35195], [2.79181, 1.83768, 6.99603], [0.72086, 0.61540, 6.30553], [-0.26466, 1.03067, 4.09289]],
  "atomic_forces_ev_per_a": [[0.3260, 0.1208, -0.0579], [-0.5657, -0.1342, 0.0763], [0.2814, -0.0940, 0.2951], [-0.0237, -0.4982, -0.2137], [0.2339, 0.0339, -0.4060], [0.0663, -0.2254, -0.2645], [0.2039, 0.1343, -0.2072], [-0.0134, -0.4294, -0.4500], [-0.1053, -0.2577, 0.1271], [0.2299, 0.1133, 0.0022], [-0.1462, 0.2218, -0.2242], [0.3670, 0.1684, 0.0351], [0.0268, 0.0419, 0.0598], [-0.0709, -0.3628, 0.0377], [0.2980, 0.1115, 0.1616], [-0.1642, -0.0890, 0.2787], [-0.0660, -0.3957, 0.3182], [0.0871, 0.1567, 0.0885], [0.1446, 0.0266, -0.1629], [-0.2180, -0.1615, -0.0534], [0.1899, -0.3800, 0.0486], [-0.2337, 0.1193, -0.2071], [0.2250, 0.2486, -0.0176], [0.2868, 0.2048, 0.0088], [0.0765, 0.2946, -0.0358], [0.0055, 0.2092, 0.1001], [-0.3299, -0.0415, 0.2318], [-0.1241, 0.1133, -0.0886], [0.2218, -0.1732, 0.0337], [0.3171, -0.0580, 0.0670], [-0.0755, -0.0377, 0.1664], [-0.2870, 0.0661, -0.2230], [-0.2150, 0.0432, -0.4892], [-0.1126, 0.0306, 0.1130], [0.2277, -1.0259, -0.6283], [4.4206, -1.2638, 0.6247], [-0.3972, -0.5372, -0.0545], [-0.9239, 0.4943, -0.0983], [0.0362, 0.1067, -0.5555], [0.0758, -0.3458, 0.4361], [-0.0556, 0.1933, 0.2018], [-0.6785, -0.3147, 0.1349], [0.0275, -0.1050, -0.2196], [-0.0561, 0.2197, 0.1173], [0.0678, -0.0319, 0.0813], [-0.1500, 0.4331, 0.1863], [0.0565, 0.1590, -0.0074], [-0.1697, 0.0275, -0.1958], [-0.0082, 0.4754, 0.2578], [0.1410, 0.4585, -0.1499], [-0.4699, -0.0293, -0.1849], [0.0826, 0.1484, 0.0254], [0.0901, -0.0493, 0.1692], [0.1601, -0.1700, -0.1009], [-0.1840, -0.0776, 0.1118], [-0.0605, -0.2163, 0.1744], [-0.0259, 0.2284, 0.2611], [0.2300, -0.1855, 0.4929], [0.0499, 0.2497, 0.2234], [0.1820, 0.5119, -0.0447], [-0.2306, 0.2416, -0.0434], [-0.0891, -0.1127, 0.0457], [0.0744, 0.2998, 0.0538], [-0.0986, -0.2745, 0.0380], [-0.0937, 0.0308, -0.1456], [-0.0299, 0.0145, 0.1238], [-3.3743, 0.3513, -2.0910], [1.4213, -1.8033, 4.2220], [-2.0182, 1.6520, -0.4770], [1.0773, -0.3910, 0.8592], [-1.3721, 4.6789, 0.8758], [0.6772, -3.1671, 0.1743], [0.8137, 0.0972, -2.9786], [0.6413, 0.3559, -0.2083], [-0.3451, 0.4245, -0.3481], [0.0602, 0.4010, 0.0598], [-0.0232, -0.0483, 0.2492], [-0.0455, 0.0284, -0.2859], [0.4453, -0.4076, -0.2722], [-0.4352, 0.1357, -0.8766], [-0.0099, -0.0725, 0.4946], [-0.3158, -0.4810, -0.0571], [0.0968, -0.0288, 0.5125], [0.3295, 0.2823, -0.3337], [-0.2839, -0.2182, 0.5720], [-0.0685, -0.4018, -0.0579], [-0.4391, -0.0698, -0.3483], [-0.1171, 0.1276, 0.3485], [-0.1246, -0.3802, 0.3550], [0.0313, -0.2355, -0.2232], [0.0525, -0.1134, -0.2012], [-0.1919, 0.0566, 0.2046], [-0.0914, -0.1535, -0.1260], [-0.0349, 0.1152, -0.3576], [0.1160, 0.3834, -0.1480], [0.4911, 0.2083, -0.0165]],
  "mulliken_charge": [1.24, -0.02, 0.70, 0.63, 0.71, -1.35, 0.49, -1.80, 0.27, 0.49, 0.32, 0.24, 0.44, 0.19, 0.45, -0.90, -1.76, 0.32, 0.51, 0.27, -0.47, 0.33, 0.45, -1.64, 0.62, -1.59, 0.29, 0.54, 0.14, 0.18, 0.58, 0.20, 0.10, -0.27, -0.41, -1.13, 0.91, 0.93, 1.14, -1.28, 0.58, -1.73, 0.31, 0.49, 0.38, 0.12, 0.49, 0.16, 0.30, -1.71, -1.61, 0.34, 0.47, 0.29, 0.10, 0.39, 0.50, -1.34, 0.88, -1.65, 0.26, 0.42, 0.25, 0.31, 0.51, 0.32, -0.78, -0.42, 0.88, -1.20, -0.81, -0.38, 1.05, -0.49, 0.18, -0.84, -0.43, -0.65, 0.07, 1.23, -0.65, -0.71, -0.52, -0.67, -0.37, 0.01, 0.55, 0.37, 0.35, 0.36, 0.41, 0.29, 0.36, 0.31, 0.35, 0.20],
  "charge": -1,
  "homo_lumo_gap_ev": [3.1, 3.1],
  "homo_ev": [-1.4, -1.4]
}



2.
{
  "formula": "C33H56BCl2F2N8O8P3S",
  "method": "wB97M-V/def2-TZVPD",
  "elements": ["C", "C", "C", "F", "C", "C", "C", "C", "P", "O", "Cl", "C", "S", "O", "O", "F", "C", "C", "Cl", "C", "C", "C", "O", "C", "B", "N", "O", "C", "C", "C", "C", "N", "C", "C", "C", "O", "H", "H", "H", "H", "H", "H", "H", "H", "H", "H", "H", "H", "H", "H", "H", "H", "H", "H", "H", "H", "O", "P", "N", "C", "C", "N", "C", "C", "N", "C", "C", "H", "H", "H", "H", "H", "H", "H", "H", "H", "H", "H", "H", "H", "H", "H", "H", "H", "H", "O", "P", "N", "C", "C", "N", "C", "C", "N", "C", "C", "H", "H", "H", "H", "H", "H", "H", "H", "H", "H", "H", "H", "H", "H", "H", "H", "H", "H"],
  "xyz": [[0.93990, -1.32352, 0.79762], [-0.19885, -0.30848, 0.57463], [-0.25920, 0.17426, -0.89171], [-1.09150, -0.64498, -1.64286], [-0.58161, 1.65895, -1.07520], [0.52501, 2.52076, -1.11254], [0.40471, 3.89851, -1.31342], [-0.88268, 4.42961, -1.46285], [-1.08044, 6.28207, -1.70520], [-0.53061, 6.88284, -0.29096], [0.26018, 6.80382, -3.25533], [-2.00172, 3.58817, -1.43562], [-3.69633, 4.18678, -1.67097], [-4.29949, 3.41597, -2.69862], [-4.32645, 4.12701, -0.39565], [-3.70407, 5.64788, -2.18042], [-1.88188, 2.19360, -1.21593], [-3.14044, 1.32574, -1.14693], [-3.45619, 0.51875, -2.72908], [-3.20401, 0.34285, 0.03116], [-4.65386, 0.29452, 0.59104], [1.67953, 4.70527, -1.37296], [1.82935, 5.81077, -0.92878], [2.84421, 4.01955, -2.00853], [3.87172, 4.83528, -2.91673], [5.16087, 5.32379, -2.45475], [3.50036, 5.04073, -4.23377], [2.95390, 2.71133, -1.80229], [4.04940, 1.87493, -2.34185], [4.06897, 1.44841, -3.67132], [5.12129, 0.63634, -4.06686], [6.12531, 0.20038, -3.31953], [6.12185, 0.62922, -2.05577], [5.11471, 1.43994, -1.56455], [1.94427, 2.01948, -0.93410], [2.26627, 1.17759, -0.14556], [1.02527, -2.03337, -0.02669], [0.63610, -1.92014, 1.66351], [1.87681, -0.85418, 1.07824], [-0.10943, 0.54828, 1.24084], [-1.10209, -0.85125, 0.83757], [0.73089, -0.04823, -1.28403], [-0.35019, 7.82122, -0.44222], [-4.01247, 1.94293, -1.00944], [-2.95858, -0.67369, -0.25104], [-2.54190, 0.70654, 0.81414], [-5.38394, 0.66245, -0.12985], [-4.74564, 0.77850, 1.56145], [-4.91720, -0.75428, 0.75211], [5.89011, 4.62080, -2.43762], [5.09754, 5.79777, -1.56183], [2.81865, 5.72539, -4.26980], [3.28767, 1.74811, -4.35681], [5.11544, 0.30186, -5.10177], [6.90747, 0.30779, -1.38300], [5.15016, 1.73618, -0.52120], [0.66539, -5.06984, -1.85571], [-0.22037, -5.03461, -3.07512], [-1.70640, -4.57849, -2.35291], [-2.83717, -5.38782, -1.97217], [-1.75559, -3.21926, -1.83492], [0.01238, -6.68927, -3.54460], [-1.02042, -7.70438, -3.63818], [1.25346, -7.30776, -3.07185], [-0.80890, -4.63145, -4.62623], [-2.17388, -4.67312, -5.10298], [0.20430, -4.57469, -5.68271], [-3.77377, -4.89062, -2.25737], [-2.87597, -5.56713, -0.88878], [-2.85653, -6.35475, -2.46817], [-1.97271, -2.50665, -2.63804], [-0.80888, -2.93551, -1.37704], [-2.52818, -3.10451, -1.07267], [-1.54323, -7.86166, -2.68786], [-0.58157, -8.66520, -3.91083], [-1.74119, -7.49453, -4.43101], [1.16968, -7.67958, -2.04337], [2.08111, -6.60520, -3.11468], [1.52269, -8.14241, -3.72451], [-2.70856, -5.58119, -4.82338], [-2.18914, -4.61836, -6.19161], [-2.75050, -3.81712, -4.74046], [0.34378, -5.55251, -6.15858], [1.16519, -4.25640, -5.27566], [-0.06580, -3.84695, -6.45051], [-0.23612, 0.85468, 3.67595], [-0.53639, 0.98997, 5.14787], [-0.24444, 2.66862, 5.35451], [0.91930, 3.34783, 5.87075], [-1.19906, 3.55737, 4.71203], [0.65753, -0.13538, 5.70463], [1.77739, 0.16587, 6.57810], [1.06888, -1.14879, 4.72882], [-1.37028, 0.91269, 6.63376], [-1.17322, 1.72632, 7.81394], [-2.11846, -0.32634, 6.86518], [0.61777, 4.15997, 6.54477], [1.53102, 3.79113, 5.07359], [1.56264, 2.70147, 6.46102], [-2.09898, 3.68269, 5.33131], [-1.51205, 3.17099, 3.73808], [-0.77430, 4.54654, 4.54247], [2.43925, 0.93402, 6.16301], [2.39136, -0.72365, 6.72390], [1.45871, 0.44977, 7.58294], [1.83583, -0.77703, 4.03845], [0.22077, -1.49477, 4.14369], [1.46251, -2.02548, 5.24904], [-0.12561, 1.86135, 8.08302], [-1.66392, 1.26348, 8.67005], [-1.62168, 2.71706, 7.69692], [-1.49566, -1.08616, 7.35086], [-2.48043, -0.73769, 5.92187], [-2.99868, -0.14629, 7.48510]],
  "atomic_forces_ev_per_a": [[-0.7032, -0.0207, 0.8235], [0.4246, -0.3832, -0.3043], [0.2947, -0.3004, 0.5853], [-0.0897, 0.4748, 0.0829], [-0.0045, -0.0901, 0.0402], [0.2957, 0.0688, 0.0190], [-0.7620, -0.5831, 0.2441], [0.8735, 1.0711, 0.1122], [-1.3262, 0.4441, -0.2170], [0.3846, -0.3738, -0.5530], [0.2318, -0.3379, 0.2785], [0.6338, 0.4858, -0.2331], [-1.2161, -2.0580, 0.4112], [0.3474, 0.4897, -0.6681], [0.3541, 0.9449, 0.2936], [0.2062, 0.0251, 0.1748], [-0.1898, -0.0420, -0.3342], [0.3460, -0.3447, 0.1337], [-0.0163, 0.0083, 0.1251], [-1.1297, 0.3357, 0.1717], [0.3329, -0.8436, -0.0535], [0.4602, -0.6097, -0.1881], [-0.1222, 0.4093, 0.2169], [-0.4045, 0.2530, -0.1995], [0.2102, 0.2196, -0.2426], [-0.3620, -0.1101, -0.0848], [0.0581, 0.2102, 0.4533], [0.1148, -0.4648, 0.0153], [0.5549, -0.4318, -0.5144], [-0.0184, 0.3371, 0.7406], [-0.2563, -0.2897, -1.1047], [0.0875, 0.2338, 0.3828], [-0.5328, 0.0634, -0.2758], [-0.0788, 0.3591, 1.1475], [-0.2919, 0.7337, -0.5291], [0.1256, -0.4027, 0.3291], [0.2319, 0.1748, -0.1111], [0.1655, -0.0716, -0.0286], [0.1454, -0.0218, -0.4216], [0.0300, -0.1213, 0.1311], [-0.2380, 0.3153, -0.2022], [-0.0062, 0.4067, -0.2554], [-0.0301, 0.0671, 0.3243], [0.1281, 0.2049, -0.1117], [0.4815, 0.1747, -0.1640], [0.0925, -0.1672, -0.0071], [-0.0060, 0.2356, 0.1449], [-0.1098, 0.3170, -0.1835], [-0.0723, 0.0653, 0.0990], [0.2033, 0.2132, -0.0014], [0.1673, -0.3969, 0.2292], [-0.2371, -0.2796, -0.3323], [0.0655, -0.0790, -0.1136], [0.1424, -0.0475, 0.0663], [0.1249, -0.0799, -0.1920], [0.0165, -0.0292, -0.0376], [1.5191, 2.6249, -1.7949], [-4.3742, -4.2076, 1.5101], [-0.3616, -0.2628, 0.0361], [-0.1027, -0.1670, -0.0269], [0.2904, -0.0827, -0.4283], [0.9129, -0.4188, 0.1674], [-0.3759, 0.1735, -0.3993], [0.0667, 0.0884, 0.2596], [2.7752, 1.5727, -0.4039], [-0.6081, 0.6264, 0.6181], [-0.0474, -0.2783, -0.0524], [0.0244, 0.0472, 0.0342], [0.0082, -0.0318, -0.0111], [0.1375, 0.0360, -0.0102], [-0.0376, 0.0698, 0.0800], [0.0195, -0.0557, 0.0042], [-0.0379, -0.1912, -0.0106], [-0.0294, -0.0678, -0.0481], [0.1895, 0.0904, -0.0145], [-0.1579, 0.1681, 0.1530], [0.0987, 0.0059, 0.0108], [-0.0563, 0.0460, 0.1313], [-0.2159, -0.0192, -0.0497], [0.0633, -0.0364, 0.0985], [0.2899, -0.0146, 0.0074], [-0.0681, -0.0800, 0.0315], [0.0116, 0.0216, -0.0247], [0.0153, -0.0621, 0.0269], [-0.0489, 0.0305, 0.0657], [-3.4483, -0.8111, -0.0555], [5.5203, 2.1703, 2.3098], [0.2021, 0.1478, 0.2091], [0.1736, 0.0135, 0.1113], [-0.3948, -0.3409, -0.0009], [0.1759, -0.8150, -0.6339], [-0.2155, 0.1791, 0.5185], [0.0177, 0.1082, -0.2666], [-2.2743, -1.6000, -1.6180], [-0.1313, 1.0278, -0.2549], [0.2329, -0.1194, 0.1230], [-0.0358, 0.0155, -0.0488], [0.0173, -0.0294, 0.0072], [-0.0774, -0.0966, -0.0778], [-0.0171, 0.0906, -0.0623], [0.0188, 0.0074, -0.0024], [0.1551, -0.0592, 0.0526], [0.0482, -0.0363, 0.0631], [-0.1375, -0.1138, -0.1184], [-0.0444, 0.2651, -0.0603], [-0.0299, -0.0691, -0.0713], [0.0298, 0.1161, -0.0706], [0.0493, 0.1326, 0.1657], [0.0562, -0.0208, -0.1095], [-0.0606, -0.2276, -0.1734], [0.0994, 0.0305, 0.0341], [-0.0290, -0.0076, 0.0085], [0.0594, -0.0274, -0.0187], [0.0122, 0.0825, -0.0313]],
  "mulliken_charge": [-1.49, -0.50, 0.29, -0.30, -0.03, -0.10, 1.10, 1.21, 0.15, -0.45, -0.29, 0.02, 1.10, -0.58, -0.57, -0.15, -0.65, -0.62, -0.15, 0.79, -1.52, -0.94, -0.57, 1.05, 0.59, -0.58, -0.66, 0.02, -0.22, -0.27, -0.46, -0.61, -0.43, -0.27, -0.30, -0.44, 0.35, 0.33, 0.28, 0.21, 0.63, 0.89, 0.32, 0.89, -0.77, 0.18, 0.38, 0.31, 0.42, 0.27, 0.29, 0.29, 0.46, 0.41, 0.38, 0.44, -0.84, 0.83, 0.39, -1.11, -1.37, 0.24, -1.07, -1.08, 0.04, -0.84, -1.14, 0.36, 0.31, 0.31, 0.38, 0.13, 0.37, 0.33, 0.38, 0.24, 0.33, 0.32, 0.38, 0.27, 0.43, 0.15, 0.33, 0.35, 0.43, -0.48, 0.28, 0.35, -1.07, -1.10, 0.22, -1.05, -1.17, 0.06, -0.91, -1.10, 0.37, 0.31, 0.31, 0.25, 0.21, 0.45, 0.35, 0.38, 0.23, 0.38, 0.24, 0.49, 0.29, 0.42, 0.21, 0.33, 0.31, 0.44],
  "smiles": "CC[C@@H](F)c1c2c(c(P(O)Cl)c(S(=O)(=O)F)c1[C@@H](Cl)CC)C(=O)C(B(N)O)=C(c1ccncc1)C2=O.CN(C)P(=O)(N(C)C)N(C)C.CN(C)P(=O)(N(C)C)N(C)C",
  "charge": 0,
  "homo_lumo_gap_ev": 6.5,
  "homo_ev": -7.9
}